Below is 2 unconnected molecules or ions with the total composition C2H6O2Si in a non-equilibrium geometry, with properties calculated with wB97M-V/def2-TZVPD.

Its net charge is 0. The HOMO energy (alpha / beta) is -6.9 / -8.5 eV. The value obtained for the lowest unoccupied orbital energy (alpha / beta) is 0.168 / -2.485 eV. As for the total energy: -14138.960 eV. The energy above the lowest of the compared OMol25 structures with the same formula, charge and spin is 118.2 kJ/mol. The spin multiplicity is 3.

Structure (XYZ):
```
11
Properties=species:S:1:pos:R:3:forces:R:3
C -2.628663 1.409335 -0.119106 1.227 4.500 -4.274
C 1.982759 -1.364259 -0.487513 -2.797 0.878 1.409
O -2.833375 0.557784 0.731814 -0.262 -2.755 3.298
O 0.848889 0.542234 1.320477 1.723 1.250 -1.284
Si 2.039186 0.516253 0.100941 -0.744 -0.952 0.581
H -1.840014 2.300760 -0.119377 -1.653 -2.117 0.273
H -3.281556 1.269431 -1.038309 0.745 0.357 0.715
H 1.200592 -1.386007 -1.275094 -0.152 0.303 0.279
H 2.786988 -1.756671 -1.048274 1.352 -0.683 0.159
H 1.499296 -1.977134 0.364962 1.313 0.449 -1.352
H 0.225903 -0.111728 1.569478 -0.752 -1.229 0.195
```
Forces are in eV/Å.

---

Below is a single C2H6O3 molecule in a non-equilibrium geometry, with properties calculated with wB97M-V/def2-TZVPD.

Its net charge is 0. The HOMO energy is -10.2 eV. The value obtained for the lowest unoccupied orbital energy is 0.674 eV. As for the total energy: -8313.061 eV. As for the SMILES: CC(O)(O)O. The energy above the lowest of the compared OMol25 structures with the same formula, charge and spin is 139.6 kJ/mol. The spin multiplicity is 1.

Structure (XYZ):
```
11
Properties=species:S:1:pos:R:3:forces:R:3
C -0.750843 0.833617 0.592245 1.208 -1.279 0.992
C 0.129446 -0.301032 -0.071310 0.272 3.371 -2.875
O -0.571809 -1.266203 -0.653948 -1.813 -0.916 -0.251
O 1.134026 -0.880004 0.636683 0.813 0.532 1.183
O 0.784994 0.517815 -1.308573 0.335 -0.137 3.232
H -1.772869 0.991471 0.202910 0.785 -0.471 -0.256
H -0.841857 0.542282 1.677510 0.045 0.602 -0.902
H -0.139595 1.731445 0.432862 -0.450 -0.090 0.457
H -0.128433 -2.105798 -0.573702 0.463 -0.422 0.062
H 1.675318 -0.290328 1.216459 -0.957 -0.327 -0.984
H 0.481622 0.226735 -2.151134 -0.702 -0.863 -0.658
```
Forces are in eV/Å.

---

Below is 2 unconnected molecules or ions with the total composition C2H6O3 in a non-equilibrium geometry, with properties calculated with wB97M-V/def2-TZVPD.

Its net charge is 0. The HOMO energy is -11.0 eV. The value obtained for the lowest unoccupied orbital energy is 0.580 eV. As for the total energy: -8313.361 eV. As for the SMILES: CC(=O)O.O. The energy above the lowest of the compared OMol25 structures with the same formula, charge and spin is 110.7 kJ/mol. The spin multiplicity is 1.

Structure (XYZ):
```
11
Properties=species:S:1:pos:R:3:forces:R:3
C -0.416658 -1.285394 0.691597 -3.014 0.745 -1.584
C 0.186458 0.098184 0.540674 1.075 -2.414 1.820
O 1.364266 -0.090563 0.004457 3.327 3.124 -0.726
O -0.211656 1.146016 0.956693 -0.727 0.586 0.205
O -0.238464 1.254409 -1.784394 0.176 1.145 -0.934
H -0.743636 -1.693819 -0.330727 0.304 0.808 1.328
H 0.179340 -2.062911 1.083955 1.168 -0.301 0.617
H -1.304160 -1.129359 1.318320 0.082 -0.442 -0.249
H 1.866108 0.839935 -0.034770 -1.591 -2.780 -0.031
H -0.158240 2.155070 -1.422285 -0.129 -0.446 -0.301
H -0.523357 0.768431 -1.023521 -0.671 -0.023 -0.143
```
Forces are in eV/Å.

---

Below is 2 unconnected molecules or ions with the total composition C2H6O3 in a non-equilibrium geometry, with properties calculated with wB97M-V/def2-TZVPD.

Its net charge is 0. The HOMO energy is -10.1 eV. The value obtained for the lowest unoccupied orbital energy is 0.701 eV. As for the total energy: -8312.077 eV. As for the SMILES: O=CO.CO. The energy above the lowest of the compared OMol25 structures with the same formula, charge and spin is 234.6 kJ/mol. The spin multiplicity is 1.

Structure (XYZ):
```
11
Properties=species:S:1:pos:R:3:forces:R:3
C 2.356172 -0.675515 1.219038 4.361 1.892 -0.013
O 3.043544 -0.564152 2.492243 -2.102 -4.451 -0.069
H 2.335053 0.450229 0.894860 -0.930 -2.456 -0.328
H 3.050137 -1.360338 0.499277 -2.005 1.688 1.383
H 1.516261 -1.164667 1.626974 -1.682 -0.321 -1.061
H 3.554535 0.131949 2.719847 2.349 3.649 0.084
O -1.728268 -0.528191 -0.802901 -0.366 0.239 0.586
C -2.388248 0.414734 -1.115179 -1.072 0.518 -0.981
O -2.027247 1.285743 -2.093940 -0.615 0.561 0.505
H -3.471762 0.728504 -0.787902 1.945 -0.787 -0.229
H -1.096002 1.231807 -2.339426 0.116 -0.533 0.124
```
Forces are in eV/Å.

---

Below is a gas-phase ion, C2H6O3P (charge -1) in a non-equilibrium geometry, with properties calculated with wB97M-V/def2-TZVPD.

Its net charge is -1. The HOMO energy is -2.6 eV. The value obtained for the lowest unoccupied orbital energy is 4.020 eV. As for the total energy: -17600.884 eV. As for the SMILES: COOP(C)[O-]. The energy above the lowest of the compared OMol25 structures with the same formula, charge and spin is 491.0 kJ/mol. The spin multiplicity is 1.

Structure (XYZ):
```
12
Properties=species:S:1:pos:R:3:forces:R:3
C -1.110490 -2.099390 0.714067 1.628 2.887 3.558
C 0.510064 2.099097 -0.926329 -1.357 -1.285 0.637
O 2.356925 0.625182 0.256018 1.731 -0.300 -0.166
O -1.164955 -0.741320 0.222678 -0.242 -0.944 0.610
O 0.193513 -0.452727 -0.096520 0.471 -0.237 -0.619
P 0.954756 1.003219 0.574750 -1.828 0.446 0.309
H -1.928804 -2.161638 1.476132 0.068 -0.657 -1.374
H -0.176596 -2.164011 1.399266 -1.242 0.163 -0.995
H -0.894502 -2.782607 -0.047583 -0.620 -1.328 -1.241
H -0.281801 2.830432 -0.772094 0.194 0.368 0.244
H 0.078960 1.354882 -1.612778 0.584 0.332 -0.276
H 1.462931 2.488879 -1.187608 0.612 0.556 -0.686
```
Forces are in eV/Å.

---

Below is a single C2H6O3S2 molecule in a non-equilibrium geometry, with properties calculated with wB97M-V/def2-TZVPD.

Its net charge is 0. The HOMO energy is -9.3 eV. The value obtained for the lowest unoccupied orbital energy is 0.432 eV. As for the total energy: -29982.343 eV. As for the SMILES: CSOS(C)(=O)=O. The energy above the lowest of the compared OMol25 structures with the same formula, charge and spin is 120.5 kJ/mol. The spin multiplicity is 1.

Structure (XYZ):
```
13
Properties=species:S:1:pos:R:3:forces:R:3
C 2.264786 0.548410 0.673793 3.562 -0.089 -2.289
C -2.153355 0.080142 -0.860965 0.848 -1.163 2.739
O -0.865424 -1.986697 0.456796 -0.838 -2.849 0.143
O 0.413914 -0.435229 -0.834498 -0.634 0.713 -0.367
O -0.823611 0.238882 1.320393 0.571 0.841 0.123
S 1.977884 -0.898984 -0.399294 -0.537 1.183 0.641
S -0.836889 -0.621470 0.185315 -0.023 1.648 -0.885
H 1.484995 0.674241 1.309951 -1.895 -0.172 2.423
H 2.404390 1.535900 0.198270 -0.158 -0.669 -0.632
H 3.273302 0.329830 1.090779 -0.874 0.066 0.436
H -3.018640 0.043795 -0.191518 0.230 0.767 -0.206
H -2.355621 -0.469674 -1.688329 -0.475 -2.326 -2.308
H -1.765736 0.960858 -1.260688 0.221 2.049 0.182
```
Forces are in eV/Å.

---

Below is 3 unconnected molecules or ions with the total composition C2H6O4, with properties calculated with wB97M-V/def2-TZVPD.

Its net charge is 0. The HOMO energy is -9.3 eV. The value obtained for the lowest unoccupied orbital energy is -1.497 eV. As for the total energy: -10354.842 eV. The energy above the lowest of the compared OMol25 structures with the same formula, charge and spin is 635.4 kJ/mol. The spin multiplicity is 1.

Structure (XYZ):
```
12
Properties=species:S:1:pos:R:3:forces:R:3
C -0.372211 -0.757470 -0.531134 -0.176 -0.102 0.041
C 0.435316 0.961931 1.652405 -0.013 -0.030 0.002
O -0.060982 0.443769 -0.890472 -0.017 -0.128 0.122
O -0.683536 0.558713 0.913296 0.203 -0.251 -0.750
O 0.429884 -0.661730 -2.387225 -0.185 0.293 0.658
O -1.542433 -1.281459 -0.764457 0.279 0.231 0.017
H 1.366577 -0.416816 -2.350867 -0.111 -0.028 0.025
H -2.080973 -0.636920 -1.253421 0.044 -0.010 0.022
H 0.323909 -1.419582 -0.030509 0.015 0.064 -0.013
H 0.133643 0.973111 2.708769 0.035 -0.005 -0.098
H 0.767824 1.968082 1.376241 -0.021 -0.068 -0.004
H 1.282982 0.268370 1.557375 -0.054 0.033 -0.023
```
Forces are in eV/Å.

---

Below is a molecular structure, C2H6O5 in a non-equilibrium geometry, with properties calculated with wB97M-V/def2-TZVPD.

Its net charge is 0. The HOMO energy is -10.3 eV. The value obtained for the lowest unoccupied orbital energy is -0.379 eV. As for the total energy: -12402.199 eV. The energy above the lowest of the compared OMol25 structures with the same formula, charge and spin is 607.6 kJ/mol. The spin multiplicity is 1.

Structure (XYZ):
```
13
Properties=species:S:1:pos:R:3:forces:R:3
C -0.196541 -0.149980 -0.221690 2.496 -1.894 -0.402
C -0.454465 -0.351913 1.243480 0.198 0.039 0.480
O 0.338661 1.036810 -0.625750 -3.477 2.546 0.486
O 1.197912 -0.976865 -0.706147 -2.438 0.552 0.795
O -0.993053 1.969336 -0.314727 2.699 -1.298 -0.811
O 2.281959 -0.709082 0.178857 -0.310 0.294 -0.437
O -1.215181 -0.617834 -1.012488 1.171 -0.200 0.069
H 2.763300 -0.044582 -0.346168 -0.091 -0.159 0.363
H -1.387709 1.836020 -1.195491 0.024 0.107 0.257
H -0.815899 -0.772378 -1.884157 -0.214 0.022 -0.051
H -0.035434 0.462979 1.837548 0.005 -0.031 -0.282
H -1.520569 -0.412875 1.468389 0.098 -0.030 -0.271
H 0.037019 -1.269640 1.578344 -0.161 0.051 -0.195
```
Forces are in eV/Å.

---

Below is a single C2H6OP2 molecule in a non-equilibrium geometry, with properties calculated with wB97M-V/def2-TZVPD.

Its net charge is 0. The HOMO energy is -8.8 eV. The value obtained for the lowest unoccupied orbital energy is -0.727 eV. As for the total energy: -22794.128 eV. The energy above the lowest of the compared OMol25 structures with the same formula, charge and spin is 65.5 kJ/mol. The spin multiplicity is 1.

Structure (XYZ):
```
11
Properties=species:S:1:pos:R:3:forces:R:3
C 0.937383 -0.746603 2.491727 1.679 -2.761 0.765
C -1.003372 0.771644 -2.492919 -1.133 -0.194 -0.255
O 1.077198 -0.765267 1.101696 -2.085 2.170 -2.440
P 0.356575 -0.192720 -1.679851 -0.737 0.222 0.876
P -0.252613 0.280167 0.188593 2.920 -2.482 1.046
H 1.809612 -0.162687 2.977577 -1.798 -0.671 -0.452
H 1.008219 -1.899856 2.833735 0.124 2.482 -0.441
H -0.079797 -0.497419 2.701944 -0.435 0.834 1.050
H -1.999554 0.983300 -2.054495 0.292 -1.252 0.177
H -0.732077 1.775892 -2.538349 1.300 1.844 -0.477
H -1.121576 0.453549 -3.529658 -0.127 -0.191 0.151
```
Forces are in eV/Å.

---

Below is a molecular structure, C2H6ORb in a non-equilibrium geometry, with properties calculated with wB97M-V/def2-TZVPD.

Its net charge is +1. The HOMO energy is -14.4 eV. The value obtained for the lowest unoccupied orbital energy is -3.927 eV. As for the total energy: -4868.375 eV. The energy above the lowest of the compared OMol25 structures with the same formula, charge and spin is 38.6 kJ/mol. The spin multiplicity is 1.

Structure (XYZ):
```
10
Properties=species:S:1:pos:R:3:forces:R:3
Rb -27.980560 31.946990 -4.249240 -0.183 -0.060 -0.024
C -27.066550 30.342910 -1.526410 -1.484 0.741 0.493
C -28.131760 29.272510 -1.829730 2.095 -1.008 0.597
O -29.219150 29.785580 -2.523600 -0.532 0.800 -1.286
H -26.723890 30.246260 -0.496200 0.301 0.028 -0.253
H -27.629330 31.275580 -1.565280 -0.095 0.390 0.556
H -26.238500 30.536030 -2.208420 0.150 -0.887 -0.102
H -28.525210 28.784290 -0.938140 0.427 0.216 0.371
H -27.615900 28.500750 -2.401010 -0.200 -0.340 -0.198
H -29.703820 29.011290 -2.818850 -0.479 0.121 -0.153
```
Forces are in eV/Å.

---

Below is 2 unconnected molecules or ions with the total composition C2H6OS in a non-equilibrium geometry, with properties calculated with wB97M-V/def2-TZVPD.

Its net charge is 0. The HOMO energy is -9.7 eV. The value obtained for the lowest unoccupied orbital energy is 0.802 eV. As for the total energy: -15053.133 eV. As for the SMILES: CC=O.S. The energy above the lowest of the compared OMol25 structures with the same formula, charge and spin is 28.8 kJ/mol. The spin multiplicity is 1.

Structure (XYZ):
```
10
Properties=species:S:1:pos:R:3:forces:R:3
S 1.410714 -1.745118 -1.986799 0.201 0.763 -0.129
H 2.163361 -2.593534 -2.703140 -0.310 -0.284 0.231
H 0.651477 -2.613843 -1.325298 0.115 -0.487 -0.107
O 1.245630 0.819758 0.747779 -0.168 -0.586 0.479
C 0.126456 1.139362 0.463533 -0.241 1.039 -0.327
C -1.185549 0.871132 1.188245 1.138 -1.528 -0.476
H -0.002625 1.831272 -0.395937 -0.099 -0.099 -0.148
H -1.304161 1.672963 1.910785 -0.559 0.087 -0.109
H -1.160536 -0.106107 1.678265 0.293 0.260 0.431
H -1.944767 0.724115 0.422567 -0.370 0.834 0.155
```
Forces are in eV/Å.

---

Below is 2 unconnected molecules or ions with the total composition C2H6OS, with properties calculated with wB97M-V/def2-TZVPD.

Its net charge is 0. The HOMO energy is -9.1 eV. The value obtained for the lowest unoccupied orbital energy is 0.792 eV. As for the total energy: -15052.946 eV. As for the SMILES: C=CO.S. The energy above the lowest of the compared OMol25 structures with the same formula, charge and spin is 46.9 kJ/mol. The spin multiplicity is 1.

Structure (XYZ):
```
10
Properties=species:S:1:pos:R:3:forces:R:3
C 0.865080 1.132424 -0.943606 -0.029 0.075 -0.023
C 1.210783 -0.050581 -0.467427 0.092 0.075 0.045
O 0.726984 -1.244848 -0.879436 -0.205 -0.259 -0.137
S -1.540949 -0.345141 1.772246 0.347 0.198 -0.049
H -2.565402 -0.843162 1.090156 -0.227 -0.127 -0.170
H 0.135761 1.238309 -1.729811 -0.165 -0.019 -0.180
H 1.297919 2.032533 -0.553596 0.146 0.159 0.147
H 1.936595 -0.177813 0.322735 0.046 -0.008 0.035
H 0.042283 -1.098055 -1.546097 0.139 -0.029 0.063
H -2.109057 -0.643665 2.934835 -0.145 -0.065 0.270
```
Forces are in eV/Å.